# 1
DFT (wB97M-V/def2-TZVPD) results for a structure of composition C11H29AuN3S2 at a distorted geometry.

Output
- Net charge: +3
- E_LUMO (alpha / beta): -9.41 / -14.97 eV
- HOMO (alpha / beta): -0.654 / -0.652 hartree
- Multiplicity: 3
- Total energy: -1531.688707 Ha
- Gap between HOMO and LUMO (alpha / beta): 8.3826 / 2.7783 eV

Structure (XYZ):
```
46
Properties=species:S:1:pos:R:3:nbo_charge:R:1
Au -0.196 0.013 0.090 0.951
S -0.913 2.392 -0.282 0.645
S -0.796 -2.412 -0.137 0.627
C -2.750 2.319 -0.299 -0.763
C -0.659 2.393 -2.092 -0.563
C -1.144 1.145 -2.804 -0.248
N -0.488 -0.061 -2.241 -0.638
C -1.090 -1.325 -2.730 -0.249
C -0.545 -2.503 -1.948 -0.559
H 0.415 2.531 -2.259 0.274
H -1.194 3.282 -2.448 0.303
H -0.922 1.230 -3.880 0.271
H -2.228 1.044 -2.693 0.225
H -0.867 -1.461 -3.798 0.270
H -2.176 -1.267 -2.620 0.226
H 0.534 -2.601 -2.111 0.273
H -1.038 -3.436 -2.245 0.303
C -2.630 -2.420 -0.150 -0.763
H 0.513 -0.043 -2.468 0.417
H -3.054 -1.562 -0.685 0.249
H -2.965 -2.391 0.896 0.275
H -2.956 -3.365 -0.605 0.296
H -3.088 2.312 0.747 0.273
H -3.133 1.426 -0.808 0.251
H -3.114 3.232 -0.789 0.299
C 4.614 0.170 -1.389 -0.368
C 4.666 0.227 -0.046 -0.451
H 4.579 1.080 -2.002 0.212
H 4.670 -0.783 -1.927 0.212
H 4.691 1.188 0.485 0.212
H 4.793 -0.680 0.561 0.209
N 1.658 0.061 1.464 -0.938
C 1.648 -0.735 2.713 -0.228
C 0.864 -0.057 3.834 -0.447
C -0.364 0.744 3.409 -0.237
N -1.115 0.067 2.327 -0.846
H 1.742 1.057 1.653 0.400
H 2.425 -0.198 0.843 0.428
H 1.207 -1.708 2.487 0.189
H 2.686 -0.895 3.023 0.249
H 0.565 -0.842 4.541 0.253
H 1.525 0.622 4.388 0.260
H -1.021 0.881 4.281 0.254
H -0.052 1.736 3.051 0.200
H -2.014 0.509 2.145 0.396
H -1.284 -0.918 2.519 0.396
```

=====

# 2
DFT (wB97M-V/def2-TZVPD) results for a structure of composition C11H29BMnN2O3P2 at a distorted geometry.

Output
- Net charge: +1
- E_LUMO (alpha / beta): -3.73 / -8.33 eV
- HOMO (alpha / beta): -0.338 / -0.448 hartree
- Multiplicity: 7
- Total energy: -2629.909456 Ha
- Gap between HOMO and LUMO (alpha / beta): 5.4578 / 3.8525 eV

Structure (XYZ):
```
49
Properties=species:S:1:pos:R:3:nbo_charge:R:1
Mn 0.077 0.133 -0.068 0.926
H -3.190 -0.210 -1.911 -0.051
H -1.468 1.374 -1.589 0.379
P -1.375 1.062 1.642 0.794
P 0.955 -0.839 -2.065 0.788
C 1.227 -2.648 -1.795 -0.920
H 1.707 -3.091 -2.675 0.247
H 1.918 -2.782 -0.955 0.230
H 0.279 -3.134 -1.547 0.254
C 0.028 -0.914 -3.653 -0.920
H -0.102 0.090 -4.072 0.236
H 0.595 -1.528 -4.368 0.243
H -0.957 -1.364 -3.483 0.271
C 2.614 -0.275 -2.652 -0.940
H 3.315 -0.319 -1.810 0.253
H 2.970 -0.940 -3.450 0.241
H 2.557 0.757 -3.017 0.238
C -3.172 0.657 1.646 -0.917
H -3.619 0.970 2.600 0.237
H -3.675 1.152 0.807 0.261
H -3.281 -0.428 1.533 0.258
C -0.911 0.384 3.300 -0.939
H 0.106 0.720 3.544 0.236
H -1.557 0.756 4.098 0.253
H -0.924 -0.712 3.253 0.231
C -1.409 2.866 2.037 -0.934
H -1.847 3.427 1.202 0.241
H -2.007 3.045 2.942 0.246
H -0.388 3.228 2.202 0.243
C 1.229 1.716 -0.075 0.413
O 2.006 2.562 -0.044 -0.394
H -2.478 2.687 -1.791 0.410
H -1.677 2.079 -3.088 0.411
H -3.450 0.630 -3.734 -0.046
H -4.428 1.374 -2.153 -0.049
B -3.480 0.767 -2.549 -0.212
N -2.190 1.806 -2.239 -0.853
H -1.238 -0.716 -0.442 -0.435
O 3.130 -1.550 -0.119 -0.423
C 2.494 -1.562 0.941 0.623
C 3.036 -2.114 2.216 -0.503
C 2.280 -1.262 3.237 -0.526
C 1.733 -0.207 2.325 0.666
O 1.810 1.008 2.391 -0.463
N 1.297 -0.901 1.176 -0.388
H 2.917 -3.195 2.356 0.277
H 4.100 -1.887 2.206 0.268
H 1.502 -1.856 3.726 0.269
H 2.938 -0.814 3.965 0.273
```

=====

# 3
DFT (wB97M-V/def2-TZVPD) results for a cluster of 6 separate species, C11H29BN2O6S in total at a distorted geometry.

Output
- SMILES: CCB(O)[C@@](S)(C#N)CC#N.CO.CO.CO.CO.CO
- E_LUMO: 0.30 eV
- HOMO: -0.347 hartree
- Total energy: -1420.425139 Ha
- Gap between HOMO and LUMO: 9.7599 eV

Structure (XYZ):
```
50
Properties=species:S:1:pos:R:3:nbo_charge:R:1
C 2.725 -3.449 -2.942 -0.581
C 2.440 -1.947 -2.769 -0.811
B 3.330 -1.091 -3.719 1.122
O 3.135 -1.214 -5.078 -0.909
C 4.493 -0.059 -3.267 -0.602
S 4.700 0.160 -1.468 0.016
C 5.747 -0.549 -3.790 0.264
N 6.764 -0.979 -4.142 -0.274
C 4.162 1.337 -3.919 -0.500
C 4.799 1.544 -5.203 0.263
N 5.177 1.817 -6.259 -0.288
H 3.763 -3.660 -2.724 0.201
H 2.468 -3.770 -3.937 0.211
H 2.134 -4.005 -2.228 0.222
H 2.577 -1.720 -1.723 0.231
H 1.394 -1.765 -3.004 0.238
H 2.847 -0.402 -5.494 0.506
H 3.418 0.259 -1.085 0.159
H 4.555 2.094 -3.261 0.277
H 3.099 1.500 -4.029 0.247
C 1.233 2.061 0.915 -0.248
O 2.451 2.031 0.161 -0.745
H 0.503 1.445 0.397 0.180
H 1.390 1.660 1.917 0.173
H 0.851 3.080 0.989 0.175
H 3.091 2.576 0.623 0.469
C -2.392 2.873 2.514 -0.248
O -1.106 2.797 3.138 -0.736
H -2.287 2.532 1.487 0.177
H -3.112 2.236 3.029 0.176
H -2.757 3.901 2.513 0.167
H -1.206 3.099 4.042 0.463
C -6.250 1.377 2.273 -0.248
O -5.772 2.693 2.557 -0.733
H -5.531 0.895 1.614 0.172
H -6.340 0.804 3.190 0.183
H -7.220 1.423 1.773 0.162
H -6.414 3.108 3.136 0.463
C -8.881 -0.322 4.764 -0.249
O -8.169 0.902 4.593 -0.732
H -8.467 -1.045 4.066 0.185
H -8.762 -0.703 5.781 0.166
H -9.943 -0.188 4.547 0.166
H -8.536 1.539 5.211 0.466
C 3.731 -4.260 0.632 -0.250
O 2.352 -3.893 0.589 -0.727
H 4.008 -4.659 -0.340 0.185
H 4.348 -3.385 0.848 0.167
H 3.893 -5.025 1.395 0.164
H 2.129 -3.541 1.452 0.463
```

=====

# 4
DFT (wB97M-V/def2-TZVPD) results for a structure of composition C11H29ClIN2P2SSc at a distorted geometry.

Output
- Net charge: +2
- E_LUMO: -7.54 eV
- HOMO: -0.521 hartree
- Total energy: -3145.040878 Ha
- Gap between HOMO and LUMO: 6.6389 eV

Structure (XYZ):
```
48
Properties=species:S:1:pos:R:3:nbo_charge:R:1
C -2.196 0.253 -0.821 -0.555
I 2.175 0.187 -0.097 -0.536
H -1.367 0.211 -1.651 0.173
H -2.684 1.241 -0.781 0.250
H -2.933 -0.567 -0.898 0.250
Sc 0.821 0.041 -2.874 1.578
P 0.122 2.652 -1.709 0.747
C -0.266 3.478 -0.096 -0.911
C 1.706 3.517 -2.024 -0.928
H 1.519 4.589 -2.192 0.260
H -0.711 4.730 -2.694 0.256
H 2.183 3.088 -2.915 0.241
H -0.981 3.330 -3.763 0.247
H 0.568 3.398 0.611 0.241
H 2.378 3.387 -1.169 0.263
C -1.018 3.682 -2.732 -0.928
H -0.450 4.554 -0.262 0.264
H -2.044 3.595 -2.369 0.245
H -1.152 3.052 0.388 0.238
P 0.035 -2.355 -1.692 0.723
C -0.371 -3.167 -0.085 -0.904
C -1.103 -3.331 -2.756 -0.926
H 2.103 -2.776 -2.904 0.239
H 1.407 -4.276 -2.201 0.263
H 2.284 -3.102 -1.159 0.270
C 1.616 -3.211 -2.020 -0.929
H -1.055 -2.939 -3.772 0.250
H -0.798 -4.380 -2.744 0.258
H -0.417 -4.255 -0.235 0.263
H -1.333 -2.829 0.309 0.232
H -2.127 -3.237 -2.387 0.251
H 0.391 -2.958 0.669 0.251
Cl 1.132 0.149 -5.128 -0.497
S -0.841 0.114 0.610 0.108
C -0.497 0.050 2.338 0.414
N -1.026 -0.933 3.060 -0.526
C -0.445 -1.421 4.323 -0.222
C 0.490 -0.389 4.872 -0.444
C 1.383 0.162 3.805 -0.224
N 0.467 0.842 2.849 -0.544
H -1.642 -1.547 2.513 0.428
H 0.080 -2.375 4.159 0.221
H -1.286 -1.620 4.997 0.246
H 1.088 -0.842 5.655 0.261
H -0.098 0.398 5.327 0.237
H 1.971 -0.624 3.277 0.218
H 2.040 0.945 4.183 0.250
H 0.883 1.489 2.185 0.439
```

=====

# 5
DFT (wB97M-V/def2-TZVPD) results for a cluster of 4 separate species, C11H29N4O4 in total at a distorted geometry.

Output
- Net charge: +1
- E_LUMO: -2.79 eV
- HOMO: -0.436 hartree
- Total energy: -956.204637 Ha
- Gap between HOMO and LUMO: 9.0834 eV

Structure (XYZ):
```
48
Properties=species:S:1:pos:R:3:nbo_charge:R:1
C -2.963 -1.437 2.841 -0.252
O -1.858 -2.272 2.497 -0.546
C -0.949 -1.529 1.681 -0.057
C 0.394 -2.260 1.669 -0.423
C 1.532 -1.514 0.919 -0.408
C 2.026 -0.215 1.607 -0.397
C 1.193 1.076 1.332 -0.465
C 0.625 1.180 -0.055 0.469
N -0.685 1.060 -0.191 -0.475
C -0.877 1.158 -1.539 0.565
N -2.101 1.036 -2.026 -0.760
N 0.264 1.363 -2.156 -0.370
N 1.238 1.373 -1.209 -0.355
H -3.216 -0.779 1.991 0.160
H -3.835 -2.062 3.058 0.202
H -2.691 -0.827 3.718 0.174
H -1.396 -1.457 0.675 0.162
H -0.857 -0.531 2.143 0.153
H 0.685 -2.552 2.684 0.232
H 0.232 -3.184 1.089 0.218
H 1.274 -1.397 -0.146 0.183
H 2.383 -2.213 0.947 0.237
H 2.030 -0.393 2.691 0.235
H 3.072 -0.040 1.316 0.211
H 1.893 1.925 1.445 0.238
H 0.422 1.254 2.083 0.264
H -2.334 0.977 -3.006 0.426
H -2.860 0.918 -1.366 0.452
H 0.369 1.488 -3.161 0.463
H 2.230 1.503 -1.350 0.455
C 2.814 -4.750 4.639 -0.249
O 2.184 -4.906 3.370 -0.732
H 3.676 -4.099 4.516 0.180
H 2.121 -4.297 5.353 0.163
H 3.148 -5.719 5.017 0.171
H 1.425 -5.485 3.497 0.468
C -3.446 5.053 -1.442 -0.250
O -3.346 3.631 -1.542 -0.728
H -4.423 5.299 -1.035 0.197
H -2.672 5.440 -0.775 0.166
H -3.343 5.509 -2.429 0.168
H -2.478 3.430 -1.902 0.449
C 1.886 1.494 -6.219 -0.253
O 0.514 1.297 -5.862 -0.753
H 2.503 0.886 -5.561 0.179
H 2.052 1.185 -7.252 0.188
H 2.159 2.545 -6.102 0.169
H -0.016 1.840 -6.456 0.478
```

=====

# 6
DFT (wB97M-V/def2-TZVPD) results for a cluster of 2 separate species, C11H29NO4PSi in total.

Output
- Net charge: -1
- E_LUMO: 2.72 eV
- HOMO: -0.118 hartree
- Total energy: -1423.064004 Ha
- Gap between HOMO and LUMO: 5.9383 eV

Structure (XYZ):
```
47
Properties=species:S:1:pos:R:3:nbo_charge:R:1
C 2.958 -0.985 0.045 -1.169
Si 3.636 0.299 -1.116 1.924
C 4.144 -0.573 -2.707 -1.150
C 5.164 1.065 -0.356 -1.132
O 2.578 1.506 -1.412 -0.914
C 1.297 1.154 -2.009 -0.076
C 0.167 0.933 -1.023 -0.758
P -1.047 -0.476 -1.625 0.670
C -1.280 -1.316 0.098 -0.726
C -0.783 -2.741 0.288 -0.211
N -1.206 -3.650 -0.783 -0.852
H 3.701 -1.752 0.274 0.223
H 2.088 -1.452 -0.423 0.262
H 2.610 -0.528 0.975 0.239
H 5.213 -0.800 -2.663 0.220
H 3.950 0.029 -3.594 0.237
H 3.603 -1.516 -2.797 0.238
H 5.646 1.784 -1.020 0.228
H 5.868 0.250 -0.162 0.220
H 4.942 1.551 0.595 0.232
H 1.425 0.253 -2.628 0.169
H 1.064 1.971 -2.692 0.170
H -0.442 1.843 -0.968 0.189
H 0.584 0.739 -0.032 0.194
H -2.230 0.399 -1.333 -0.213
H -0.912 0.153 -2.979 -0.201
H 0.158 -1.327 -1.926 -0.239
H -1.936 -1.483 -2.209 -0.166
H -0.810 -0.724 0.888 0.192
H -2.360 -1.296 0.287 0.193
H -1.195 -3.147 1.219 0.167
H 0.308 -2.725 0.421 0.145
H -0.908 -3.290 -1.680 0.368
H -0.783 -4.557 -0.649 0.331
C -4.387 2.047 1.252 -0.629
C -3.989 1.423 2.564 0.071
C -3.149 2.287 3.486 -0.094
O -2.348 1.319 4.169 -0.508
C -2.232 0.224 3.357 0.974
O -1.474 -0.666 3.543 -0.564
O -3.098 0.326 2.329 -0.478
H -3.498 2.297 0.672 0.242
H -4.984 1.356 0.661 0.234
H -4.972 2.952 1.432 0.203
H -4.861 1.033 3.100 0.171
H -3.725 2.857 4.211 0.191
H -2.494 2.953 2.920 0.184
```

=====

# 7
DFT (wB97M-V/def2-TZVPD) results for a structure of composition C11H2Cl5N2O2RhS2.

Output
- Net charge: -2
- E_LUMO: 4.24 eV
- HOMO: -0.074 hartree
- Total energy: -3888.373010 Ha
- Gap between HOMO and LUMO: 6.2617 eV

Structure (XYZ):
```
25
Properties=species:S:1:pos:R:3:nbo_charge:R:1
Rh -0.063 0.038 -0.024 0.900
S 2.157 0.284 -0.638 -0.119
C 1.922 2.013 -0.675 -0.192
S 0.316 2.485 -0.318 -0.222
C 2.949 2.889 -1.000 -0.508
C 2.786 4.301 -0.920 0.339
N 2.698 5.451 -0.871 -0.419
C 4.222 2.428 -1.437 0.334
N 5.265 2.098 -1.809 -0.420
Cl -3.356 -0.305 5.880 -0.018
C -3.017 -0.198 4.180 -0.115
C -4.045 -0.093 3.265 -0.108
Cl -5.698 -0.064 3.800 -0.020
C -3.752 -0.009 1.895 -0.141
Cl -5.022 0.106 0.717 -0.020
C -2.440 -0.025 1.429 0.258
O -2.112 0.031 0.169 -0.709
C -1.383 -0.126 2.380 0.311
O -0.144 -0.140 1.930 -0.614
C -1.686 -0.217 3.731 -0.162
Cl -0.369 -0.356 4.850 -0.006
Cl 1.323 -2.960 -0.091 -0.161
C -0.203 -1.978 -0.116 -0.545
H -0.791 -2.346 0.724 0.183
H -0.699 -2.241 -1.053 0.173
```

=====

# 8
DFT (wB97M-V/def2-TZVPD) results for a cluster of 2 separate species, C11H30N2O6P2S2 in total at a distorted geometry.

Output
- SMILES: N[PH](CCCC(=O)O)(C[SH](=O)=O)[PH2]=S.COCCNCCOC
- E_LUMO: 0.06 eV
- HOMO: -0.300 hartree
- Total energy: -2477.005325 Ha
- Gap between HOMO and LUMO: 8.2393 eV

Structure (XYZ):
```
53
Properties=species:S:1:pos:R:3:nbo_charge:R:1
N -2.772 -1.837 3.160 -1.198
P -2.700 -0.323 2.244 1.188
C -1.587 -1.022 0.918 -0.736
C -1.575 -2.539 0.725 -0.403
C -0.548 -3.353 1.544 -0.525
C 0.552 -2.577 2.206 0.793
O 0.734 -2.660 3.358 -0.543
O 1.367 -1.795 1.432 -0.720
C -4.547 -0.277 1.963 -1.002
S -5.315 -1.810 1.419 2.044
O -5.442 -2.760 2.464 -0.920
O -6.574 -1.400 0.895 -0.950
P -2.471 1.741 1.275 0.407
S -3.764 3.037 2.003 -0.640
H -1.870 -1.963 3.619 0.375
H -3.418 -1.712 3.938 0.381
H -2.167 0.324 3.405 -0.029
H -0.613 -0.570 1.064 0.245
H -1.957 -0.598 -0.009 0.250
H -1.365 -2.713 -0.327 0.215
H -2.539 -2.991 0.888 0.233
H -1.011 -3.955 2.305 0.248
H -0.082 -4.065 0.865 0.241
H 1.277 -0.899 1.785 0.492
H -4.752 0.429 1.166 0.283
H -5.086 0.093 2.823 0.314
H -4.614 -2.276 0.345 -0.010
H -2.461 1.681 -0.141 -0.022
H -1.180 2.199 1.647 -0.015
C 4.194 -0.235 -3.820 -0.244
O 4.578 0.341 -2.585 -0.554
C 4.856 1.734 -2.653 -0.070
C 3.793 2.542 -1.936 -0.243
N 2.524 2.512 -2.654 -0.621
C 1.389 3.034 -1.898 -0.250
C 0.991 2.319 -0.609 -0.085
O 0.459 1.016 -0.800 -0.568
C 1.424 -0.024 -0.931 -0.254
H 4.197 -1.317 -3.695 0.194
H 3.185 0.073 -4.114 0.156
H 4.899 0.024 -4.615 0.173
H 4.981 2.071 -3.686 0.178
H 5.808 1.890 -2.137 0.186
H 4.129 3.579 -1.848 0.195
H 3.698 2.128 -0.923 0.165
H 2.319 1.558 -2.919 0.351
H 0.526 3.007 -2.567 0.206
H 1.578 4.087 -1.670 0.196
H 0.182 2.902 -0.159 0.190
H 1.800 2.301 0.132 0.164
H 2.320 0.166 -0.336 0.175
H 1.690 -0.179 -1.979 0.166
H 0.963 -0.939 -0.579 0.197
```